This record from the Open Molecules 2025 dataset describes 6 unconnected molecules or ions with the total composition C43H97N5O in a non-equilibrium geometry. The level of theory is ωB97M-V with the def2-TZVPD basis set.

Output
- net charge = +4
- Kohn-Sham gap (eV) = 7.3
- relative energy (zero: lowest compared OMol25 entry of this formula, charge and spin) (kcal/mol) = 122.9
- DFT total energy (eV) = -55622.517

```
146
Properties=species:S:1:pos:R:3:forces:R:3
C -8.927850 -30.034660 18.248510 -0.309 0.120 -0.456
C -7.752350 -30.476710 17.381180 1.590 -2.464 1.593
C -7.271570 -29.534910 16.344440 -0.656 1.476 0.805
O -6.667890 -30.981730 18.139150 0.125 0.282 0.039
H -9.800460 -29.925120 17.604570 -0.280 0.196 0.104
H -8.788340 -29.106450 18.802640 0.398 0.337 -0.265
H -9.198480 -30.733960 19.039610 0.234 -0.443 -0.264
H -8.038980 -31.309020 16.738360 -1.178 -0.705 -0.050
H -6.553190 -30.067520 15.721240 -0.142 0.379 -0.161
H -6.834030 -28.706650 16.901790 0.649 0.306 -0.166
H -8.159330 -29.120450 15.866730 0.215 -0.027 -0.838
C -7.780570 -34.495610 13.683980 0.826 0.633 -0.458
C -6.265600 -34.125450 13.865730 -1.416 -0.905 -0.260
C -5.942190 -34.195190 15.335100 0.840 0.695 0.411
N -4.464910 -33.910870 15.658420 -0.282 0.318 -0.268
C -4.199820 -32.453740 15.108130 0.736 -1.896 0.692
C -3.481060 -34.967120 15.189720 0.865 0.401 0.073
C -2.231760 -34.752990 16.087920 -0.160 0.331 -0.362
C -2.790560 -34.299180 17.389280 -1.190 0.960 2.781
C -4.297620 -34.115270 17.179410 0.363 1.088 -1.495
H -8.382160 -33.942390 14.405180 -0.025 -0.013 -0.028
H -8.028390 -35.555740 13.737050 0.263 0.061 0.079
H -8.032630 -34.118100 12.693000 -0.364 -0.272 0.018
H -6.164920 -33.130420 13.432290 0.146 0.214 0.457
H -5.651540 -34.761010 13.227680 0.078 -0.288 0.252
H -6.236980 -35.067000 15.919200 0.235 -0.674 -0.815
H -6.491480 -33.427520 15.880140 0.043 0.499 -0.131
H -5.052150 -31.840740 15.401140 0.258 0.020 0.149
H -4.060970 -32.514460 14.028710 -0.412 -0.206 0.058
H -3.229920 -32.125470 15.481800 -0.237 0.166 0.422
H -3.143370 -34.797790 14.167280 -0.744 -0.442 -0.159
H -3.991770 -35.905400 15.406280 0.214 -0.137 -0.546
H -1.678190 -33.932290 15.631720 0.437 -0.297 -0.003
H -1.589330 -35.608760 16.295380 -0.090 -0.065 -0.860
H -2.377450 -33.440280 17.918190 0.375 0.622 -1.077
H -2.643970 -34.949210 18.251880 -0.172 -0.990 -0.440
H -4.788370 -33.212300 17.542600 -0.115 -0.333 0.938
H -4.778020 -35.077750 17.355350 -0.434 0.408 0.302
C -8.226850 -30.349230 13.010430 -0.217 0.380 -0.698
C -7.292890 -29.122420 12.964280 1.733 0.767 -0.590
C -5.736390 -29.389140 13.054900 -0.794 -0.004 1.588
N -4.774620 -28.195990 13.277290 0.702 0.989 -0.273
C -4.930600 -27.113010 12.189880 -1.218 -1.284 1.336
C -3.366650 -28.687200 13.226270 1.092 -1.237 -1.397
C -2.617680 -28.155620 14.409640 1.444 -0.219 0.395
C -3.683270 -28.230330 15.435550 -1.028 0.663 1.036
C -4.811890 -27.566820 14.675260 -1.927 -0.664 0.762
H -8.537650 -30.739560 13.979520 0.465 0.412 0.293
H -7.925680 -31.214340 12.419680 0.413 0.161 -0.156
H -9.142950 -30.001300 12.533140 -0.142 -0.132 0.027
H -7.654320 -28.331300 13.621230 0.295 -0.291 0.666
H -7.294130 -28.570350 12.024430 -0.931 -0.509 -0.557
H -5.384340 -29.941120 12.183420 0.020 0.320 -0.172
H -5.535100 -30.016020 13.923580 0.098 -0.083 0.039
H -5.033180 -27.682060 11.265880 0.122 0.528 -0.165
H -4.106180 -26.400650 12.221100 -0.102 -0.235 -0.006
H -5.877800 -26.686500 12.520040 0.056 0.594 -0.783
H -2.954440 -28.483110 12.238080 0.074 0.131 0.118
H -3.389320 -29.773370 13.314740 -0.079 -0.061 0.001
H -2.211010 -27.147290 14.332240 -0.420 0.228 -0.339
H -1.733040 -28.726710 14.691340 -0.066 -0.422 -0.419
H -3.451090 -27.766820 16.394370 -0.026 0.514 -0.189
H -4.032870 -29.215970 15.742790 0.302 -0.495 -0.394
H -4.756940 -26.478390 14.655240 0.264 -0.113 -0.507
H -5.774600 -27.838920 15.107980 -0.111 0.208 -0.081
C -11.575930 -26.108850 20.050330 0.424 0.130 -1.240
C -10.037730 -26.427520 20.111530 -0.553 0.633 0.171
C -9.137690 -25.231170 19.623860 0.225 0.460 1.241
N -7.619990 -25.291500 20.055750 -0.491 -0.532 1.445
C -7.555680 -25.230250 21.615690 0.078 -0.112 -1.002
C -7.011070 -26.578330 19.481890 0.290 0.878 -0.084
C -5.518340 -26.268690 19.420780 -0.335 -1.409 0.487
C -5.379080 -24.788380 19.190520 0.956 -0.025 0.328
C -6.706290 -24.164450 19.475230 -2.298 -0.356 -2.042
H -11.904460 -25.297340 20.699660 0.294 -0.066 0.086
H -12.212750 -26.975420 20.228180 0.442 -0.181 0.457
H -11.860050 -25.848510 19.030720 0.076 0.325 -0.103
H -9.836590 -27.356250 19.577570 0.083 0.153 -0.155
H -9.902600 -26.630130 21.173970 0.658 0.074 0.026
H -9.476990 -24.321090 20.118570 -0.186 0.006 0.036
H -9.142740 -24.974440 18.564530 -0.031 -0.628 -0.119
H -8.274880 -24.476730 21.936710 0.112 -0.077 -0.037
H -6.556400 -24.929760 21.930710 -0.021 -0.028 -0.200
H -7.795830 -26.196440 22.059440 -0.092 0.079 -0.259
H -7.232640 -27.480610 20.051890 -0.278 0.344 0.269
H -7.436690 -26.716380 18.487970 -0.077 0.162 -0.008
H -5.081630 -26.633040 20.350630 0.287 0.183 0.016
H -5.076280 -26.817740 18.589380 0.088 -0.223 0.184
H -4.643890 -24.320930 19.845560 0.344 -0.203 -0.354
H -5.074140 -24.762340 18.144370 -0.078 1.105 0.119
H -6.707070 -23.161430 19.901900 -0.193 -0.574 1.108
H -7.224800 -23.974620 18.535440 0.097 0.047 -0.290
C -9.826330 -35.042140 16.963540 1.055 0.495 0.421
C -9.176490 -34.537100 18.267710 0.489 0.119 0.682
C -7.620810 -34.645460 18.527020 -0.612 0.291 0.269
N -7.267010 -34.462970 20.039080 -0.074 0.393 0.088
C -7.483320 -35.805460 20.711600 0.052 0.050 -0.265
C -8.125670 -33.419250 20.771490 0.241 0.769 0.468
C -7.398600 -33.101620 22.120260 0.318 -1.870 0.435
C -5.892140 -33.432300 21.829210 -1.152 0.829 -1.871
C -5.892640 -33.798490 20.275480 0.606 -0.649 1.771
H -10.890520 -34.812360 17.016450 0.078 -0.140 -0.032
H -9.679610 -36.118670 16.875990 -0.083 0.066 -0.283
H -9.405050 -34.498530 16.117900 -0.119 -0.293 -0.163
H -9.708880 -35.084980 19.045200 0.225 -0.022 0.304
H -9.413900 -33.485970 18.431570 -0.128 0.057 -0.171
H -7.022790 -33.891930 18.014500 -0.478 0.391 0.013
H -7.196060 -35.604720 18.231190 -0.181 -0.215 0.226
H -7.252310 -35.756430 21.775710 0.253 -0.054 -0.256
H -6.953130 -36.579050 20.156110 0.494 0.197 0.376
H -8.526830 -36.104610 20.613210 -0.105 0.464 0.007
H -9.146950 -33.791870 20.850580 0.194 0.136 0.090
H -8.065080 -32.509030 20.174890 -0.227 -0.119 -0.382
H -7.759570 -33.720370 22.941810 -0.090 -0.581 -0.253
H -7.529320 -32.143530 22.623310 -0.134 0.493 -1.104
H -5.442550 -34.257770 22.381080 -0.214 0.312 0.225
H -5.373340 -32.483700 21.967450 0.576 -0.390 0.055
H -5.011450 -34.427800 20.150610 -0.466 -0.757 -0.485
H -5.748300 -32.953760 19.601920 -0.849 0.242 0.034
C -5.629020 -29.024500 22.250540 -0.249 -0.893 -0.434
C -4.901750 -29.679230 21.053740 -0.778 0.200 -0.309
C -3.437470 -29.912190 21.322860 0.598 -0.931 -0.313
N -2.555810 -30.136390 20.039940 -0.313 2.087 1.015
C -3.153570 -31.137140 19.032300 1.265 0.623 0.594
C -1.143780 -30.444830 20.519620 0.716 0.272 0.120
C -0.336820 -29.050830 20.693690 -1.315 -0.326 -1.040
C -0.834800 -28.332880 19.402200 -1.600 -0.651 1.084
C -2.377500 -28.750200 19.433810 0.901 0.320 -2.459
H -6.674780 -29.331900 22.252340 -0.128 0.114 -0.263
H -5.613090 -27.937830 22.166900 0.313 -0.046 0.469
H -5.272170 -29.424470 23.199630 0.323 0.506 0.113
H -5.109870 -29.086240 20.163150 0.477 0.404 -0.123
H -5.409440 -30.585600 20.723830 0.108 -0.377 0.340
H -3.259050 -30.779690 21.958240 -0.350 -0.456 -0.239
H -2.955070 -29.146710 21.930660 0.023 0.511 -0.570
H -3.327880 -32.063500 19.579640 -0.636 0.198 -0.061
H -2.412030 -31.385530 18.273010 0.533 0.302 0.282
H -3.951290 -30.680550 18.446390 -0.784 -0.224 0.813
H -0.736690 -31.031750 19.696270 0.486 0.069 0.223
H -1.283610 -31.086910 21.389260 0.556 0.150 0.058
H 0.752200 -29.083460 20.726490 -0.138 -0.740 -0.049
H -0.628450 -28.477240 21.573480 -0.277 -0.316 0.122
H -0.239450 -28.651750 18.546650 -0.479 -0.350 -0.161
H -0.841000 -27.243300 19.372540 0.363 -0.024 0.463
H -2.775520 -28.832560 18.422420 0.042 0.117 -0.126
H -2.989020 -27.972790 19.891830 0.150 -0.420 0.562
```
Forces are in eV/Å.

Mulliken atomic charge list, values in e, 99 entries: number 1, C, carries -1.435; number 2, C, carries 0.661; number 3, C, carries 1.386; number 4, O, carries -0.420; number 5, H, carries 0.667; number 6, H, carries -0.548; number 7, H, carries 0.287; number 8, H, carries -0.226; number 9, H, carries -0.941; number 10, H, carries -0.833; number 11, H, carries 0.409; number 12, C, carries -1.296; number 13, C, carries -0.096; number 14, C, carries -0.284; number 15, N, carries 0.725; number 16, C, carries -1.417; number 17, C, carries -0.599; number 18, C, carries -0.829; number 19, C, carries -0.377; number 20, C, carries 0.609; number 21, H, carries 0.188; number 22, H, carries 0.349; number 23, H, carries 0.465; number 24, H, carries 0.011; number 25, H, carries 0.437; number 26, H, carries 0.490; number 27, H, carries -0.343; number 28, H, carries 0.102; number 29, H, carries 0.476; number 30, H, carries 0.676; number 31, H, carries 0.399; number 32, H, carries 0.445; number 33, H, carries 0.366; number 34, H, carries 0.364; number 35, H, carries -0.078; number 36, H, carries 0.638; number 37, H, carries -0.887; number 38, H, carries 0.441; number 39, C, carries -1.350; number 40, C, carries -0.620; number 41, C, carries 0.181; number 42, N, carries 0.493; number 43, C, carries -1.081; number 44, C, carries -0.372; number 45, C, carries -0.739; number 46, C, carries 0.522; number 47, C, carries -0.778; number 48, H, carries 0.231; number 49, H, carries 0.408; number 50, H, carries 0.419; number 51, H, carries 0.305; number 52, H, carries 0.688; number 53, H, carries 0.713; number 54, H, carries -0.814; number 55, H, carries 0.399; number 56, H, carries 0.380; number 57, H, carries 0.460; number 58, H, carries 0.433; number 59, H, carries -0.026; number 60, H, carries 0.322; number 61, H, carries 0.448; number 62, H, carries 0.401; number 63, H, carries -0.444; number 64, H, carries 0.411; number 65, H, carries 0.109; number 66, C, carries -1.534; number 67, C, carries 0.434; number 68, C, carries -0.778; number 69, N, carries 0.208; number 70, C, carries -0.935; number 71, C, carries -0.849; number 72, C, carries 0.888; number 73, C, carries -0.689; number 74, C, carries -0.723; number 75, H, carries 0.389; number 76, H, carries 0.406; number 77, H, carries 0.378; number 78, H, carries -0.072; number 79, H, carries 0.236; number 80, H, carries 0.487; number 81, H, carries 0.444; number 82, H, carries 0.307; number 83, H, carries 0.440; number 84, H, carries 0.373; number 85, H, carries 0.296; number 86, H, carries 0.278; number 87, H, carries -0.075; number 88, H, carries -0.264; number 89, H, carries 0.345; number 90, H, carries 0.331; number 91, H, carries 0.492; number 92, H, carries 0.332; number 93, C, carries -1.300; number 94, C, carries -0.773; number 95, C, carries 0.889; number 96, N, carries 0.147; number 97, C, carries -0.891; number 98, C, carries -0.126; number 99, C, carries -0.902